Here is the molecule C7H12N2 from the OMol25 dataset. Energies are from wB97M-V/def2-TZVPD.

```
21
Properties=species:S:1:pos:R:3:forces:R:3
C 2.194 0.715 -1.947 -1.1582 -3.1677 -5.5017
N 0.938 0.451 -1.862 1.5887 -0.3547 0.9108
N 0.331 1.038 -0.829 -1.5659 2.0188 -0.1152
C -0.598 0.500 -0.139 3.9923 -2.0824 0.5893
C -0.574 -0.953 0.167 -2.8325 -5.8524 0.9558
C 0.362 -1.850 0.684 -0.8402 2.0534 -2.0886
C 1.848 -1.668 0.724 -0.4275 0.5016 3.3231
C -1.255 1.312 0.887 -0.3097 0.3920 -1.6573
C -2.745 1.301 0.279 -0.1503 -0.6407 -2.4141
H 2.843 1.397 -1.467 0.2714 0.5170 1.0272
H 2.509 0.162 -3.003 0.2046 1.6976 2.9652
H -1.673 -1.610 0.151 2.7914 2.5052 0.1157
H 0.161 -2.893 1.052 -0.8003 1.2803 -0.7814
H 2.029 -2.038 1.756 0.6830 -0.7979 -0.6300
H 2.367 -2.226 -0.016 0.5047 -0.4372 -0.5372
H 2.278 -0.698 0.939 -0.3235 0.7779 -1.1513
H -0.684 2.312 0.756 -1.6860 -1.2295 0.6516
H -0.938 0.779 1.797 -1.1504 0.6854 0.2869
H -3.400 1.877 0.882 -0.7093 0.7370 0.3327
H -3.410 0.288 -0.021 2.5480 2.2184 1.2689
H -2.583 1.806 -0.793 -0.6304 -0.8221 2.4497
```
Positions in Å, forces in eV/Å.

Structure (SMILES): C=N/N=C(\C=C/C)CC
F_max (eV/Å): 6.57
Kohn-Sham gap (eV): 9.36

Atomic partial charges in e from the Löwdin method, atoms 1 to 2:
1. C -0.06
2. N -0.06

Here is a cluster of 2 separate species, C7H12N2 in total from the OMol25 dataset. Energies are from wB97M-V/def2-TZVPD.

```
21
Properties=species:S:1:pos:R:3:forces:R:3
C 0.388 -1.648 1.870 -1.3168 0.9703 -0.0111
C 0.283 -0.763 1.002 4.0660 -1.6277 -1.2212
N 1.041 -0.300 -0.080 -1.0433 0.7181 0.7011
C 2.114 0.650 0.124 -0.0444 -0.0296 -0.2858
C 1.081 -1.113 -1.278 -0.6066 -0.0443 0.3141
H -0.054 -2.129 2.711 -0.1164 -0.1510 0.2069
H 2.087 1.093 1.119 -0.0254 -0.2465 0.0190
H 3.078 0.166 -0.061 0.1273 0.0208 0.2946
H 2.035 1.470 -0.597 0.0569 -0.0046 -0.0190
H 1.425 -2.117 -1.019 -0.0357 -0.2129 -0.1937
H 1.719 -0.708 -2.067 0.0876 0.2609 0.3693
H 0.072 -1.146 -1.698 0.0606 -0.3283 -0.0859
C -0.792 2.334 -0.474 0.7661 -0.2301 -0.4699
C -1.246 1.206 -0.028 -1.5331 -1.4107 1.7249
C -1.805 0.170 0.643 -1.8809 3.2540 -1.6155
N -2.759 -0.684 -0.001 0.9456 -0.8944 0.1221
H 0.280 2.494 -0.523 -0.0240 0.1751 -0.2104
H -1.438 3.085 -0.921 -0.0659 0.0571 0.3216
H -2.176 0.444 1.631 0.6627 -0.2537 0.1782
H -2.913 -1.520 0.554 0.0684 -0.0283 -0.0641
H -2.418 -0.984 -0.907 -0.1487 0.0059 -0.0753
```
Positions in Å, forces in eV/Å.

Structure (SMILES): C#CN(C)C.C=C=CN
F_max (eV/Å): 4.55
Kohn-Sham gap (eV): 8.45

Atomic partial charges in e from the Löwdin method, atoms 1 to 2:
1. C 0.12
2. C -0.23

Here is the ion C7H12N2 with charge +2 from the OMol25 dataset. Energies are from wB97M-V/def2-TZVPD.

```
21
Properties=species:S:1:pos:R:3:forces:R:3
C -2.284 1.354 -0.071 1.4747 1.9712 0.6435
C -0.661 -0.307 0.107 3.5248 -1.3928 0.8132
C 0.264 0.635 0.065 -3.5835 1.5721 0.9302
C -2.940 -0.881 -0.118 0.5138 -1.4001 -0.1612
C -0.125 -1.751 0.192 -3.5911 0.2451 1.8511
C 2.555 0.301 -0.320 0.9601 -0.5141 2.5102
C 1.472 1.268 0.287 2.0376 -1.1405 0.2165
N -1.307 2.113 -0.020 1.7906 -2.0845 0.0297
N -2.012 -0.007 0.087 0.0745 -1.9737 -0.9603
H -3.261 1.514 -0.302 -2.9010 1.0992 -0.4616
H -2.914 -1.934 -0.443 1.3561 0.2963 0.5882
H -3.935 -0.647 0.022 -2.0897 1.4697 0.0187
H -0.278 -2.121 -0.757 0.3490 -1.3857 -2.1001
H -0.616 -2.452 0.936 -0.6099 1.1711 -0.7973
H 0.796 -1.870 0.617 2.9439 0.4395 0.1832
H 2.432 0.267 -1.377 0.8150 0.3076 -0.7739
H 2.460 -0.717 0.063 -0.2433 0.0439 -0.0902
H 3.499 0.626 0.237 -0.8403 -0.1396 -1.7851
H 1.698 2.175 -0.166 -0.4585 1.6970 -1.7786
H 1.780 1.568 1.276 -0.7285 -0.6773 1.1429
H -1.154 3.091 -0.215 -0.7943 0.3954 -0.0191
```
Positions in Å, forces in eV/Å.

Total charge: +2
F_max (eV/Å): 4.05
Kohn-Sham gap (eV): 8.35

Atomic partial charges in e from the Löwdin method, atoms 1 to 2:
1. C -0.05
2. C -0.16

Here is a structure of composition C7H12N2NiO7P2S from the OMol25 dataset. Energies are from wB97M-V/def2-TZVPD.

```
32
Properties=species:S:1:pos:R:3:forces:R:3
Ni -0.515 0.863 1.036 0.2226 0.3056 0.5188
O 0.770 -0.763 0.675 0.1001 0.0720 -0.0712
N 1.391 -1.261 1.735 -0.0598 -0.1765 0.0228
C 2.403 -2.125 1.492 -0.0247 0.0502 -0.0192
C 3.111 -2.715 2.498 0.0152 0.0008 0.0249
C 2.761 -2.407 3.821 -0.0369 0.0170 -0.0356
C 1.730 -1.538 4.051 0.0768 -0.0457 0.0709
C 1.004 -0.927 3.005 -0.1752 0.1279 0.0034
S -0.283 0.153 3.286 0.0302 -0.0506 -0.3672
H 2.578 -2.287 0.439 0.0207 -0.0014 0.0036
H 3.916 -3.393 2.256 -0.0008 -0.0021 0.0074
H 3.295 -2.849 4.651 0.0069 -0.0117 -0.0052
H 1.424 -1.280 5.055 0.0163 -0.0026 0.0063
N -1.943 1.388 -3.302 -0.0122 -0.0273 0.0074
C -1.109 1.126 -2.094 0.0309 0.0363 -0.1087
C 0.125 0.314 -2.486 -0.0155 -0.0068 -0.0109
P -2.166 0.184 -0.910 -0.1452 -0.1480 -0.0213
O -1.578 -1.270 -0.654 -0.0263 0.0440 -0.0067
O -3.433 -0.163 -1.800 0.0295 0.0149 -0.0595
O -2.536 0.951 0.325 0.0297 -0.0016 -0.0374
P -0.546 2.744 -1.367 -0.1197 -0.1715 -0.0266
O -1.971 3.416 -0.973 -0.0029 0.0107 -0.0127
O 0.049 3.533 -2.468 0.0821 0.0561 0.0373
O 0.214 2.384 -0.115 -0.0419 -0.1117 0.0073
H -1.357 1.286 -4.122 0.0162 0.0182 0.0078
H -2.235 2.361 -3.289 -0.0269 -0.0198 0.0071
H -3.241 0.268 -2.673 -0.0390 0.0342 0.0362
H -0.163 -0.616 -2.984 0.0046 -0.0035 -0.0023
H 0.722 0.068 -1.609 0.0007 -0.0009 0.0011
H 0.738 0.916 -3.161 0.0008 0.0051 0.0077
H -0.785 -1.255 -0.065 0.0419 0.0027 0.0123
H -2.367 2.894 -0.254 0.0019 -0.0143 0.0023
```
Positions in Å, forces in eV/Å.

⟨S²⟩: 0.76
Total charge: -1
Spin multiplicity: 2
F_max (eV/Å): 0.64
Kohn-Sham gap (spin up / spin down) (eV): 7.28 / 6.64

Atomic partial charges in e from the Löwdin method, atoms 1 to 2:
1. Ni 0.13
2. O -0.23

Here is a cluster of 2 separate species, C7H12N2O in total from the OMol25 dataset. Energies are from wB97M-V/def2-TZVPD.

```
22
Properties=species:S:1:pos:R:3:forces:R:3
C -2.108 2.228 -0.742 1.1921 -3.1043 0.5768
C -0.741 2.068 -0.185 -0.9833 -0.5178 3.6852
C -0.197 2.148 1.127 -2.7342 0.2019 -0.9220
N 1.133 2.031 0.922 -0.2590 0.2758 3.0715
N 1.390 1.865 -0.246 3.0685 -0.6080 -2.5840
O 0.239 1.843 -0.998 -0.1319 0.4342 -1.0033
H -2.179 1.704 -1.677 -0.1119 -1.1157 -0.2211
H -2.012 3.144 -1.138 -1.0319 4.1671 -0.7082
H -2.900 1.931 -0.067 -0.1174 0.6399 0.0089
H -0.723 2.257 2.138 1.1345 -0.0929 -1.9031
C -0.715 -1.316 -0.355 1.2234 -0.6479 -1.7446
C 0.417 -2.039 0.417 -1.4264 1.0240 -0.7590
C 1.670 -1.387 0.761 -0.1078 0.3479 -5.2973
C 1.646 -2.604 -0.226 -0.1097 0.5257 0.9786
H -0.317 -0.452 -1.005 -0.1116 -1.9468 0.3146
H -1.269 -2.134 -0.978 0.5916 1.9183 1.0499
H -1.321 -0.701 0.275 -0.9783 -0.3747 0.8449
H 0.117 -2.661 1.234 -0.7606 -0.4153 0.1741
H 2.131 -1.384 1.645 1.5676 -0.3421 3.3915
H 1.949 -0.578 0.094 -0.2222 0.5403 0.5925
H 1.940 -2.445 -1.282 -0.3693 -0.1472 0.9634
H 1.851 -3.517 0.285 0.6777 -0.7622 -0.5095
```
Positions in Å, forces in eV/Å.

Structure (SMILES): Cc1cnno1.CC1CC1
F_max (eV/Å): 5.31
Kohn-Sham gap (eV): 10.50

Atomic partial charges in e from the Löwdin method, atoms 1 to 2:
1. C 0.01
2. C -0.36

Here is a cluster of 2 separate species, C7H12N2O in total from the OMol25 dataset. Energies are from wB97M-V/def2-TZVPD.

```
22
Properties=species:S:1:pos:R:3:forces:R:3
C 0.401 -1.802 -0.824 0.4423 -0.6706 -0.6341
C -0.032 -1.029 2.825 0.4849 -1.0320 1.3365
C -0.023 1.119 -1.533 -0.0748 -0.0392 0.1218
C 1.822 0.614 0.088 -0.1888 -0.0510 0.2079
C -1.741 -0.965 0.063 -0.2631 -0.0861 -0.0334
C 0.313 0.580 -0.133 0.3437 0.2925 -0.1151
C -0.256 -0.808 -0.060 0.2266 -0.9120 3.9646
N 0.934 -2.638 -1.401 0.0861 -0.1262 -0.1918
N 0.314 -1.654 1.724 -0.7673 1.7187 -4.0789
O -0.565 0.048 2.936 -0.4344 0.9320 -0.1323
H 0.265 -1.634 3.723 -0.1743 0.2158 -0.0977
H 0.397 0.472 -2.301 0.0446 -0.0109 -0.1144
H -1.097 1.189 -1.685 -0.1006 0.0418 -0.0762
H 0.404 2.111 -1.651 0.0259 0.0638 0.0002
H 2.338 -0.006 -0.640 0.0938 -0.0779 -0.1141
H 2.184 1.634 -0.011 0.0320 0.0995 -0.0287
H 2.066 0.255 1.085 0.0421 -0.0160 0.0288
H -2.118 -0.296 0.832 0.0617 0.0316 0.0215
H -2.221 -0.725 -0.885 -0.0060 0.0532 -0.1301
H -2.001 -1.990 0.321 0.0262 0.0646 -0.0622
H -0.177 1.195 0.626 -0.0374 -0.2300 -0.0562
H 0.655 -2.594 1.662 0.1369 -0.2614 0.1837
```
Positions in Å, forces in eV/Å.

F_max (eV/Å): 4.49
Kohn-Sham gap (eV): 9.27

Atomic partial charges in e from the Löwdin method, atoms 1 to 2:
1. C -0.22
2. C -0.49

| no. | electronic energy (Eh) |
| --- | --- |
| 1 | -383.22352 |
| 2 | -383.19931 |
| 3 | -382.59168 |
| 4 | -3499.65561 |
| 5 | -458.52099 |
| 6 | -458.61882 |